[1]
17
Properties=species:S:1:pos:R:3:nbo_charge:R:1 method="wB97M-V/def2-TZVPD" total_charge=+1 multiplicity=5 e_homo_ev="-14.383 / -13.759"
O -0.905 2.489 0.773 -0.69
C -1.965 3.059 0.324 0.63
O -2.721 3.771 0.968 -0.41
O 0.868 -0.099 -0.361 -0.77
O -0.300 -1.992 -0.215 -0.43
C 0.796 -1.295 -0.112 1.05
Co -0.139 1.357 -0.510 1.74
O 1.739 -1.905 0.576 -0.41
C 1.305 -3.232 0.944 -0.11
C -0.179 -3.229 0.552 -0.10
O -3.411 2.932 -1.633 -0.40
C -2.292 2.720 -1.187 0.64
H 1.903 -3.955 0.377 0.23
H 1.472 -3.362 2.017 0.24
H -0.850 -3.188 1.416 0.23
H -0.460 -4.058 -0.103 0.24
O -1.370 2.043 -1.773 -0.68

---

[2]
86
Properties=species:S:1:pos:R:3:mulliken_charge:R:1 method="wB97M-V/def2-TZVPD" multiplicity=1 e_above_lowest_ev=1.281 e_homo_ev=-9.908
C -0.483 -7.928 -3.283 -0.47
C -1.185 -9.196 -2.801 -0.21
O -0.256 -10.146 -2.574 -0.51
O 0.236 -7.362 -2.094 -0.53
H -1.214 -7.241 -3.708 0.28
H 0.249 -8.105 -4.071 0.26
H -1.942 -9.528 -3.511 0.30
H -1.848 -9.005 -1.957 0.25
H 0.471 -9.832 -2.032 0.32
H -0.436 -6.908 -1.581 0.31
C 1.614 0.128 1.225 -0.25
C 0.825 -0.870 0.278 -0.50
O -0.379 -1.486 0.824 -0.52
O 0.630 1.011 1.783 -0.52
H 2.345 0.665 0.620 0.28
H 2.261 -0.371 1.947 0.28
H 1.452 -1.589 -0.249 0.36
H 0.485 -0.289 -0.580 0.28
H -0.964 -0.849 1.242 0.30
H 1.055 1.857 1.944 0.28
C 6.203 -5.822 -4.950 -0.51
O 6.108 -6.309 -6.286 -0.48
H 6.559 -6.588 -4.262 0.29
H 6.911 -4.996 -5.008 0.20
H 5.256 -5.400 -4.614 0.20
H 6.362 -7.223 -6.139 0.32
C 7.957 1.441 -2.154 -0.53
O 7.203 2.583 -1.743 -0.49
H 7.514 0.475 -1.909 0.24
H 8.182 1.475 -3.220 0.23
H 8.972 1.544 -1.769 0.25
H 6.993 2.503 -0.810 0.30
C -2.208 8.387 2.532 -0.55
O -1.528 8.919 1.324 -0.49
H -1.833 8.972 3.371 0.23
H -3.280 8.583 2.549 0.27
H -2.077 7.325 2.737 0.24
H -1.432 9.848 1.547 0.29
C 0.680 5.682 -2.800 -0.50
O -0.623 6.180 -3.002 -0.49
H 0.694 5.102 -1.877 0.22
H 1.074 5.127 -3.651 0.24
H 1.369 6.489 -2.549 0.24
H -0.782 6.696 -2.208 0.30
C -5.802 -5.687 0.120 -0.42
O -6.087 -6.044 -1.177 -0.51
H -5.651 -4.611 0.202 0.23
H -6.663 -6.015 0.703 0.21
H -4.934 -6.210 0.521 0.18
H -6.336 -5.310 -1.744 0.31
C 0.624 6.554 7.484 -0.48
O 1.292 6.060 8.580 -0.51
H -0.255 7.042 7.905 0.20
H 1.356 7.235 7.048 0.24
H 0.199 5.891 6.731 0.23
H 2.119 5.659 8.303 0.30
C 4.242 7.397 2.390 -0.50
O 3.038 6.601 2.206 -0.49
H 4.756 7.129 3.313 0.22
H 5.005 7.210 1.635 0.24
H 4.017 8.462 2.335 0.24
H 2.330 7.154 1.868 0.30
C -5.728 0.895 4.660 -0.60
O -4.778 -0.177 4.895 -0.47
H -6.168 0.743 3.675 0.22
H -6.642 0.860 5.252 0.27
H -5.252 1.871 4.563 0.27
H -4.523 0.076 5.785 0.30
C 0.370 -4.187 6.203 -0.44
O 0.712 -4.571 4.836 -0.51
H 1.186 -3.791 6.807 0.21
H -0.438 -3.476 6.025 0.18
H -0.150 -4.954 6.776 0.23
H 0.175 -4.091 4.201 0.32
C -0.688 -1.892 -6.268 -0.47
O -2.001 -2.119 -5.694 -0.51
H 0.111 -2.350 -5.685 0.21
H -0.672 -2.127 -7.332 0.24
H -0.486 -0.825 -6.175 0.23
H -2.663 -2.217 -6.382 0.30
C -5.659 1.951 -3.605 -0.49
O -5.463 0.718 -2.910 -0.48
H -4.642 2.247 -3.863 0.24
H -6.318 1.845 -4.466 0.20
H -6.070 2.697 -2.924 0.20
H -4.657 0.408 -3.328 0.32

---

[3]
12
Properties=species:S:1:pos:R:3:nbo_charge:R:1 method="wB97M-V/def2-TZVPD" multiplicity=1 e_above_lowest_ev=0.181 e_homo_ev=-10.969
O 0.390 1.631 -0.972 -1.05
P -0.789 1.761 -0.093 2.44
O -0.835 2.240 1.276 -1.03
O -2.163 1.907 -0.928 -0.94
H -2.183 1.182 -1.471 0.49
C -1.441 -1.798 0.366 -0.01
N -0.924 -0.664 0.481 -0.63
H -2.348 -1.730 -0.170 0.18
H -0.869 -2.684 0.678 0.18
H -0.005 -0.806 0.816 0.36
Cl 6.044 -0.057 0.020 -0.27
H 5.124 -0.981 -0.002 0.27

---

[4]
9
Properties=species:S:1:pos:R:3:nbo_charge:R:1 method="wB97M-V/def2-TZVPD" total_charge=+1 multiplicity=1 e_above_lowest_ev=0.276 e_homo_ev=-14.980
N 0.309 1.294 -0.394 -0.75
C -0.039 0.569 0.656 0.42
Br -0.529 1.403 2.370 0.22
N -0.320 -0.724 0.422 -0.24
O -0.919 -1.448 1.420 -0.48
H 0.804 0.857 -1.165 0.43
H 0.487 2.308 -0.297 0.45
H -0.038 -1.103 -0.488 0.44
H -1.060 -0.856 2.276 0.51

---

[5]
138
Properties=species:S:1:pos:R:3:mulliken_charge:R:1 method="wB97M-V/def2-TZVPD" multiplicity=1 e_above_lowest_ev=4.382 e_homo_ev=-8.569
C 1.760 -5.561 -5.383 -0.79
O 1.671 -4.764 -4.198 -0.32
C 2.171 -3.421 -4.450 -0.43
C 2.081 -2.644 -3.145 0.07
N 2.897 -3.346 -2.155 -0.31
C 3.051 -2.636 -0.820 -0.41
C 3.776 -1.319 -0.838 0.78
O 3.740 -0.805 0.478 -0.14
C 4.366 0.496 0.674 -0.56
H 2.742 -5.987 -5.591 0.32
H 1.205 -5.123 -6.213 0.26
H 1.291 -6.501 -5.091 0.28
H 1.570 -2.924 -5.212 0.18
H 3.207 -3.390 -4.788 0.32
H 1.025 -2.596 -2.879 0.15
H 2.358 -1.596 -3.262 -0.10
H 2.659 -4.322 -2.050 0.33
H 3.399 -3.385 -0.108 0.35
H 2.057 -2.346 -0.481 0.07
H 3.166 -0.600 -1.386 -1.13
H 4.768 -1.470 -1.263 0.40
H 4.529 0.559 1.750 0.19
H 3.724 1.334 0.402 -0.04
H 5.299 0.507 0.109 0.51
C -2.771 -0.403 -6.796 -0.75
O -1.500 0.020 -6.195 -0.22
C -0.390 -0.837 -6.188 -0.78
C 0.794 -0.083 -5.687 -0.75
N 0.733 0.202 -4.283 0.35
C 1.632 1.345 -4.037 -1.04
C 1.716 1.723 -2.553 1.90
O 2.698 2.714 -2.497 -0.43
C 2.348 3.769 -1.684 -0.44
H -2.726 -0.322 -7.882 0.30
H -3.494 0.334 -6.445 0.12
H -3.089 -1.379 -6.430 0.37
H -0.029 -1.429 -7.029 0.51
H -0.735 -1.645 -5.544 0.28
H 1.034 0.749 -6.349 0.32
H 1.632 -0.779 -5.713 0.50
H -0.214 0.448 -4.033 -0.01
H 1.282 2.272 -4.491 0.52
H 2.620 1.151 -4.455 0.34
H 2.045 0.856 -1.980 -1.49
H 0.759 1.916 -2.069 -0.10
H 2.165 3.500 -0.644 -0.01
H 1.352 4.083 -1.996 0.29
H 2.958 4.671 -1.637 0.36
O -5.477 3.685 3.661 -0.57
C -4.166 3.529 3.130 -0.35
C -3.463 2.617 4.117 0.57
O -3.411 3.303 5.404 -0.64
H -5.265 3.917 4.568 0.36
H -4.150 3.144 2.110 0.15
H -3.670 4.496 3.059 0.23
H -2.399 2.446 3.952 -0.23
H -4.008 1.675 4.058 0.17
H -2.505 3.362 5.715 0.31
O 1.880 2.175 3.495 -0.30
C 2.286 3.244 2.585 0.26
C 3.574 3.852 2.982 -0.48
O 3.595 4.563 4.223 -0.58
H 1.981 1.346 3.023 0.23
H 2.390 2.688 1.653 -0.60
H 1.475 3.953 2.418 0.46
H 4.034 4.482 2.221 0.41
H 4.378 3.116 2.971 0.21
H 2.821 4.575 4.790 0.34
O 5.125 -5.364 2.545 -0.45
C 4.641 -4.635 3.659 -0.89
C 3.130 -4.232 3.478 -0.08
O 2.440 -5.487 3.068 -0.48
H 5.561 -6.063 3.038 0.30
H 4.742 -5.254 4.551 0.45
H 5.377 -3.882 3.941 0.39
H 3.028 -3.271 2.973 0.11
H 2.690 -4.196 4.474 0.33
H 2.939 -6.177 3.512 0.27
O -1.361 4.974 -2.504 -0.49
C -1.328 5.865 -1.429 -0.82
C -1.972 5.346 -0.117 -0.26
O -1.261 4.299 0.543 -0.26
H -2.237 5.019 -2.895 0.30
H -0.267 6.101 -1.349 0.25
H -1.827 6.777 -1.757 0.44
H -2.964 4.990 -0.393 0.25
H -2.184 6.175 0.558 0.42
H -0.949 3.697 -0.137 0.06
O -5.711 1.443 -3.384 -0.53
C -4.322 1.403 -3.822 -0.67
C -3.265 1.860 -2.780 0.43
O -2.178 2.386 -3.530 -0.52
H -6.107 1.110 -4.193 0.31
H -3.878 0.450 -4.110 0.27
H -4.118 1.906 -4.767 0.48
H -2.832 1.019 -2.239 -0.16
H -3.564 2.593 -2.030 0.27
H -1.592 3.001 -3.083 0.19
O -1.144 1.291 0.327 0.49
C -0.458 0.992 1.537 -0.46
C 0.577 -0.133 1.177 0.99
O 1.381 -0.363 2.309 -0.48
H -1.969 0.799 0.298 -0.23
H 0.002 1.877 1.977 -0.32
H -1.305 0.727 2.169 0.27
H 1.252 0.184 0.383 -0.46
H 0.090 -1.022 0.775 0.11
H 2.035 -0.980 1.971 0.01
O -2.699 -4.544 2.337 -0.56
C -1.402 -4.141 2.893 -0.31
C -0.379 -4.409 1.767 0.65
O -0.047 -5.737 1.310 -0.62
H -2.628 -5.461 2.062 0.31
H -1.377 -3.083 3.153 0.19
H -1.218 -4.710 3.804 0.31
H 0.626 -4.167 2.114 -0.34
H -0.523 -3.850 0.843 0.08
H 0.839 -6.008 1.562 0.34
O -0.749 0.775 7.977 -0.56
C -0.526 0.160 6.768 -0.62
C 0.596 0.840 5.973 0.00
O 0.121 2.053 5.346 -0.39
H -1.473 1.394 7.862 0.34
H -0.315 -0.869 7.060 0.32
H -1.367 0.249 6.080 0.27
H 1.043 0.046 5.376 0.09
H 1.467 1.165 6.542 0.31
H 0.774 2.392 4.729 0.44
O -3.390 -0.432 -0.302 -0.41
C -4.835 -0.735 -0.227 -0.44
C -5.167 -1.802 0.773 -0.49
O -4.608 -3.058 0.293 -0.56
H -2.949 -1.186 -0.700 0.18
H -5.294 0.173 0.163 0.33
H -5.280 -0.952 -1.198 0.28
H -6.252 -1.848 0.865 0.38
H -4.618 -1.404 1.626 0.27
H -3.820 -3.284 0.793 0.32

---

[6]
15
Properties=species:S:1:pos:R:3:nbo_charge:R:1 method="wB97M-V/def2-TZVPD" total_charge=+1 multiplicity=1 e_above_lowest_ev=3.047 e_homo_ev=-14.756
C 0.787 0.040 -2.050 0.05
N 0.110 -0.246 -1.002 -0.49
C -0.342 0.727 -0.044 0.22
O 0.325 1.918 0.013 -0.72
C -0.375 0.032 1.428 -0.25
N -0.218 -1.469 1.219 -0.74
H 0.943 -0.601 -2.849 0.20
H 1.197 0.953 -2.226 0.16
H -1.296 0.834 -0.511 0.19
H 0.346 2.516 -0.779 0.51
H 0.563 0.418 1.837 0.26
H -1.336 0.296 1.690 0.25
H 0.519 -1.960 1.715 0.45
H -0.226 -1.394 0.114 0.47
H -0.998 -2.067 1.443 0.43

---

What did the fourth record say?
9
Properties=species:S:1:pos:R:3:nbo_charge:R:1 method="wB97M-V/def2-TZVPD" total_charge=+1 multiplicity=1 e_above_lowest_ev=0.276 e_homo_ev=-14.980
N 0.309 1.294 -0.394 -0.75
C -0.039 0.569 0.656 0.42
Br -0.529 1.403 2.370 0.22
N -0.320 -0.724 0.422 -0.24
O -0.919 -1.448 1.420 -0.48
H 0.804 0.857 -1.165 0.43
H 0.487 2.308 -0.297 0.45
H -0.038 -1.103 -0.488 0.44
H -1.060 -0.856 2.276 0.51